The following is a quantum chemistry calculation of the ion C5H6N with charge +1 in a non-equilibrium geometry, from the Open Molecules 2025 dataset.

Structure (XYZ):
```
12
Properties=species:S:1:pos:R:3:forces:R:3:lowdin_charge:R:1
N 0.572416 1.097451 -1.410562 -0.52 -0.36 0.79 0.125
C -0.294529 0.624847 0.836406 0.45 -2.01 -4.08 -0.044
C 0.028144 -0.799695 0.476169 -0.41 0.43 2.88 0.015
C 0.761389 -0.193889 -1.608873 0.92 -1.16 -1.16 0.012
C -0.011036 1.494264 -0.311109 0.99 0.55 -0.53 -0.014
C 0.254967 -1.267582 -0.743244 1.06 3.48 -2.54 0.020
H -0.341958 2.503665 -0.384567 -0.52 0.74 0.51 0.141
H 0.048457 -1.419435 1.354917 -0.28 -0.68 0.01 0.138
H -0.255013 0.902401 1.832484 0.18 0.75 1.75 0.125
H 1.458436 -0.410308 -2.505568 -1.28 0.00 1.57 0.175
H 0.326075 -2.206403 -1.182261 0.13 -1.91 0.26 0.109
H -1.350269 0.584366 0.481120 -0.71 0.17 0.55 0.199
```
Positions in Å, forces in eV/Å.

Calculated values
**Net charge**: +1
**E_HOMO**: -15.89 eV
**Multiplicity**: 1
**SMILES**: C1=CCC=[N+]=C1
**HOMO-LUMO gap**: 9.66 eV


The following is a quantum chemistry calculation of a cluster of 2 separate species, C5H6N in total in a non-equilibrium geometry, from the Open Molecules 2025 dataset.

Structure (XYZ):
```
12
Properties=species:S:1:pos:R:3:forces:R:3:lowdin_charge:R:1
N -0.116893 -0.472249 0.482703 -3.34 1.09 -2.00 0.012
C 0.987814 -0.229120 1.141952 -0.88 -0.26 0.16 -0.156
C -1.538530 2.256068 -0.801090 -0.54 0.81 -0.57 0.052
C 2.006202 0.082673 1.687347 3.24 0.72 0.31 0.279
C -0.125860 -1.312024 -0.780240 2.39 -1.05 0.95 0.028
C -0.863871 1.478811 -0.230461 2.05 -3.61 1.83 0.099
H 0.977524 -1.479462 -1.011282 -1.76 0.47 -0.45 0.140
H -1.958043 3.078966 -1.259199 -0.87 1.16 -0.73 0.027
H -0.554396 -2.281609 -0.527562 0.16 -0.12 0.50 0.109
H -0.809363 -0.931003 -1.502584 0.16 0.88 -0.68 0.089
H -1.084021 -0.552817 0.882604 1.43 0.42 0.64 0.194
H 3.079436 0.361764 1.917812 -2.02 -0.50 0.03 0.126
```
Positions in Å, forces in eV/Å.

Calculated values
**Net charge**: +1
**E_HOMO (alpha / beta)**: -15.24 / -15.54 eV
**Multiplicity**: 1
**HOMO-LUMO gap (alpha / beta)**: 8.20 / 7.61 eV


The following is a quantum chemistry calculation of the ion C5H6N with charge +1 in a non-equilibrium geometry, from the Open Molecules 2025 dataset.

Structure (XYZ):
```
12
Properties=species:S:1:pos:R:3:forces:R:3:lowdin_charge:R:1
N -0.786689 -0.883788 -0.029444 -0.69 -2.55 0.06 0.126
C -0.496981 0.382706 -0.048116 -2.04 0.61 0.37 -0.313
C 0.587117 1.110855 0.043321 -0.06 0.17 -0.59 -0.007
C 1.980299 -0.874274 0.028788 1.32 -1.90 0.63 0.392
C -1.926764 0.080574 0.230679 0.46 1.28 0.86 0.045
C 1.815114 0.396759 0.064936 -2.33 -2.07 -0.35 -0.088
H -0.764260 -1.517540 -0.827835 -0.10 0.27 0.08 0.161
H 0.462359 2.125373 -0.128733 0.60 1.90 0.29 0.116
H -2.715010 0.347360 -0.517433 0.92 -0.72 0.62 0.137
H 2.342939 -1.955873 0.143161 -0.99 1.94 -0.32 0.154
H -2.163631 0.193455 1.335402 -0.05 -0.47 -1.66 0.143
H 2.682496 0.930174 0.055599 2.95 1.54 0.00 0.135
```
Positions in Å, forces in eV/Å.

Calculated values
**Net charge**: +1
**E_HOMO (alpha / beta)**: -13.90 / -13.90 eV
**Multiplicity**: 1
**HOMO-LUMO gap (alpha / beta)**: 6.93 / 6.93 eV


The following is a quantum chemistry calculation of a cluster of 2 separate species, C5H6N in total in a non-equilibrium geometry, from the Open Molecules 2025 dataset.

Structure (XYZ):
```
12
Properties=species:S:1:pos:R:3:forces:R:3:lowdin_charge:R:1
N -2.286599 -0.209387 0.079883 1.83 -0.41 0.26 0.098
C 0.620003 0.842620 -0.009422 0.56 -0.50 1.75 -0.033
C 1.062962 -1.252067 0.270136 0.40 -0.28 0.50 0.049
C -3.381808 0.024849 0.160099 -4.09 0.92 0.69 0.040
C 0.043336 -0.504335 -0.262618 2.07 0.80 0.22 -0.010
C 1.815160 -0.149524 0.054035 1.16 1.29 -0.16 0.097
H 2.919802 -0.038094 -0.201717 -1.69 -0.12 0.04 0.178
H -0.674920 -0.713210 -0.928722 -1.76 -1.10 -2.68 0.061
H 1.317806 -2.264511 0.380339 -0.06 -1.11 0.22 0.129
H 0.610596 1.662227 -0.728642 -0.26 -0.23 0.24 0.134
H -4.454060 0.267764 0.325029 1.33 -0.33 -0.36 0.112
H 0.284247 1.007243 1.032865 0.51 1.08 -0.73 0.144
```
Positions in Å, forces in eV/Å.

Calculated values
**Net charge**: +1
**E_HOMO**: -16.39 eV
**Multiplicity**: 1
**HOMO-LUMO gap**: 11.44 eV


The following is a quantum chemistry calculation of a cluster of 2 separate species, C5H6N in total in a non-equilibrium geometry, from the Open Molecules 2025 dataset.

Structure (XYZ):
```
12
Properties=species:S:1:pos:R:3:forces:R:3:lowdin_charge:R:1
N -2.119661 0.934402 0.246368 -3.97 1.89 0.87 0.114
C -0.752274 -1.987443 0.818683 0.53 3.20 -1.91 0.259
C 3.238536 0.135118 -0.637038 0.15 0.39 -0.34 0.110
C -0.725039 -0.853594 0.299984 -0.78 -1.84 0.90 -0.005
C -3.175524 1.293216 0.551386 1.95 -0.56 -0.68 0.375
C -1.093445 0.392969 -0.252031 3.11 -4.33 1.06 -0.051
H 4.243019 0.351058 -0.872031 1.01 -0.13 0.09 -0.020
H 2.924176 -0.601576 0.036931 -0.15 -0.87 0.79 -0.037
H -3.957137 1.818499 0.957975 -1.73 0.94 0.93 0.115
H -0.535741 0.808991 -1.009019 0.96 1.28 -1.64 0.125
H -0.588811 -3.010194 1.018166 -0.03 -0.57 0.46 0.063
H 2.541903 0.718549 -1.159370 -1.03 0.60 -0.54 -0.048
```
Positions in Å, forces in eV/Å.

Calculated values
**Net charge**: +1
**E_HOMO (alpha / beta)**: -14.32 / -11.52 eV
**Multiplicity**: 1
**HOMO-LUMO gap (alpha / beta)**: 9.34 / 4.18 eV


The following is a quantum chemistry calculation of the ion C5H6N with charge +1 in a non-equilibrium geometry, from the Open Molecules 2025 dataset.

Structure (XYZ):
```
12
Properties=species:S:1:pos:R:3:forces:R:3:lowdin_charge:R:1
N 0.335902 0.915032 -0.277056 2.24 0.04 -1.34 0.070
C -0.744272 -0.880630 0.294240 3.72 1.98 -2.57 0.021
C 2.674837 -0.238259 0.540849 1.48 -0.17 0.66 0.346
C 0.487386 -0.461937 -0.842845 -1.61 -2.42 1.89 0.022
C -0.824926 0.605516 0.508501 -1.86 -0.02 1.99 -0.107
C 1.515969 0.076244 0.111329 -2.78 0.81 -2.45 -0.261
H -0.398198 -1.459637 1.072022 0.78 -1.36 1.50 0.101
H -1.515847 -1.266169 -0.233987 -2.57 -1.32 -1.23 0.082
H -1.750153 0.882878 0.028738 0.03 0.99 -0.23 0.148
H -0.777918 0.960001 1.542433 0.02 0.15 -0.35 0.154
H 0.484704 -0.894115 -1.911618 0.55 1.41 1.70 0.202
H 0.512515 1.761076 -0.832603 0.01 -0.08 0.42 0.222
```
Positions in Å, forces in eV/Å.

Calculated values
**Net charge**: +1
**E_HOMO**: -15.84 eV
**Multiplicity**: 1
**HOMO-LUMO gap**: 9.53 eV


| no. | energy (eV) |
| --- | --- |
| 1 | -6762.6711 |
| 2 | -6755.8627 |
| 3 | -6758.8209 |
| 4 | -6761.0432 |
| 5 | -6757.4564 |
| 6 | -6757.4715 |